DFT (the ωB97M-V functional and the def2-TZVPD basis) results for C8H28N2O5 as an isolated structure in a non-equilibrium geometry.

Each line ends with the natural charge from an NBO analysis.
Positions of all 43 atoms, in Å:
O (0.892, 0.608, -0.730)  -0.8442
H (0.068, 0.761, -0.266)  0.4637
H (0.908, 1.276, -1.416)  0.4935
O (2.041, 2.130, -1.815)  -0.8941
H (2.127, 1.380, -1.226)  0.4920
H (1.905, 2.878, -1.233)  0.4692
O (2.080, -0.808, -1.188)  -1.0491
H (2.066, -1.406, -0.441)  0.4489
H (1.592, -0.040, -0.890)  0.4062
C (-2.767, 2.269, -0.631)  -0.6215
C (-1.326, 1.834, -0.798)  -0.1058
C (-0.289, 3.000, -0.527)  -0.0542
O (-0.372, 4.061, -1.406)  -0.5460
C (-0.208, 3.932, -2.819)  -0.2721
N (-1.183, 0.619, -0.023)  -0.7756
H (-3.114, 3.002, -1.358)  0.2258
H (-2.957, 2.785, 0.310)  0.2118
H (-3.481, 1.445, -0.671)  0.2038
H (-1.176, 1.451, -1.808)  0.1950
H (0.722, 2.607, -0.639)  0.1418
H (-0.425, 3.368, 0.490)  0.1914
H (0.324, 4.768, -3.274)  0.2001
H (-1.167, 3.833, -3.328)  0.1744
H (0.414, 3.087, -3.114)  0.1949
H (-1.287, 0.859, 0.953)  0.3862
H (-1.993, 0.037, -0.180)  0.4340
C (1.259, -3.841, 3.265)  -0.6241
C (0.518, -4.048, 1.951)  -0.0661
C (-0.443, -2.957, 1.530)  -0.0713
O (0.292, -1.778, 1.110)  -0.5748
C (-0.519, -0.768, 0.533)  -0.2539
N (1.520, -4.371, 0.907)  -0.8422
H (2.081, -3.125, 3.233)  0.2132
H (1.636, -4.765, 3.702)  0.2093
H (0.558, -3.506, 4.029)  0.2028
H (-0.185, -4.877, 2.031)  0.1761
H (-1.193, -2.723, 2.286)  0.1591
H (-1.079, -3.334, 0.729)  0.1622
H (-1.222, -1.149, -0.208)  0.1182
H (0.162, -0.108, -0.005)  0.2141
H (-1.008, -0.208, 1.329)  0.0884
H (2.417, -4.535, 1.341)  0.3483
H (1.811, -3.646, 0.267)  0.3708

Values from the calculation:
ΔE to the lowest compared entry with this formula, charge and spin (eV): 18.567
2S+1: 1
Energy (eV): -21948.815
E_LUMO (eV): 0.10
Gap between HOMO and LUMO (eV): 8.32